Formula: C26H87B2N2O20PS3
Source: the Open Molecules 2025 dataset
Level of theory: the ωB97M-V functional and the def2-TZVPD basis

LUMO energy: -1.4 eV
HOMO: -8.4 eV
HOMO-LUMO gap: 6.99 eV
energy relative to the best compared isomer or geometry (same formula, charge and spin): 0.00 kcal per mole
E: -115444.8029 eV

Structure (ORCA input):
```
! wB97M-V def2-TZVPD RIJCOSX def2/J DEFGRID3
* xyz 0 1
S 0.925 4.967 -2.450
S -2.164 -1.407 -1.574
S -3.772 -0.215 -3.821
P -0.923 4.943 -3.150
O 6.350 -7.680 5.707
O -3.490 -7.418 -6.305
O 2.670 6.126 1.284
O -3.785 7.048 -2.148
O 3.918 3.657 -2.116
O 3.425 -10.125 7.097
O 0.912 -1.933 0.507
O -1.535 2.763 -5.459
O 1.660 4.232 3.255
O 8.818 4.752 6.770
O -3.821 -4.020 -4.231
O -3.988 -4.200 -0.577
O -1.997 5.282 -7.087
O 3.678 -6.446 4.716
O 4.719 3.810 6.638
O -2.443 2.455 5.736
O -3.767 2.887 -6.257
O -6.558 3.522 -5.818
O -1.774 2.171 2.156
O 1.022 -5.627 2.635
N -1.358 -1.232 -4.136
N 0.326 -0.995 -5.559
C -0.494 1.602 2.471
C -0.056 -6.520 2.871
C -7.900 3.736 -6.244
C -3.650 3.139 5.442
C 2.507 -10.908 7.848
C -4.960 6.502 -1.563
C -1.384 2.183 -2.032
C -2.647 -6.270 -6.323
C 6.668 -8.836 4.942
C 1.320 -3.284 0.282
C 4.291 2.291 -2.163
C 5.634 4.848 6.302
C 0.159 -2.334 -5.241
C 2.780 -7.231 5.498
C -3.305 3.326 -3.721
C -0.597 -0.374 -4.890
C -2.355 1.426 -1.110
C -5.049 -4.618 -3.823
C -2.258 6.658 -6.812
C -1.781 0.104 -0.619
C -0.852 -2.509 -4.366
C -2.419 -0.902 -3.268
C 2.944 3.712 3.560
C -3.415 -5.475 -0.334
C 10.113 4.673 6.192
C 3.816 6.835 0.830
B -2.872 2.966 -5.226
B -1.979 3.301 -2.930
H -0.797 1.493 -2.660
H 1.779 5.010 2.695
H -2.476 2.044 -0.215
H 6.677 -8.623 3.870
H 7.024 -7.012 5.549
H 4.177 1.867 -3.165
H -2.220 -0.114 0.359
H -4.212 3.208 6.371
H 3.494 3.438 2.655
H 3.718 1.681 -1.458
H -3.056 6.765 -6.073
H 0.846 -3.972 0.982
H -1.197 3.143 -6.282
H -2.802 4.891 -7.450
H -2.418 -5.916 -5.316
H -3.708 4.348 -3.800
H -3.458 4.150 5.071
H 10.299 3.698 5.735
H -4.866 5.419 -1.622
H -0.785 0.692 -4.893
H 2.960 -11.834 8.211
H 4.606 6.155 0.504
H 2.396 -3.319 0.433
H 4.179 7.420 1.673
H -0.914 -6.146 2.314
H 0.788 -3.101 -5.670
H -1.724 -6.569 -6.816
H -5.291 -4.386 -2.785
H -0.040 -1.901 0.379
H -4.666 2.687 -5.956
H -5.863 6.804 -2.100
H 6.354 4.427 5.606
H 2.801 2.820 4.168
H 1.690 -11.162 7.176
H 10.154 5.432 5.414
H 3.568 7.513 0.010
H 4.158 -9.886 7.672
H -3.335 -3.662 -1.039
H -3.355 1.293 -1.531
H 5.342 2.236 -1.886
H -3.909 -3.065 -4.163
H -4.911 -5.696 -3.911
H -1.941 2.394 4.917
H -4.164 -6.064 0.193
H 4.417 -6.233 5.292
H -4.250 2.597 4.705
H -4.317 -7.173 -5.881
H 2.986 3.720 -2.360
H 5.128 5.691 5.822
H 8.754 4.086 7.461
H -8.552 3.996 -5.408
H -7.960 4.517 -7.005
H 0.075 2.282 3.106
H 5.886 -9.566 5.141
H -1.266 -3.392 -3.906
H -3.837 8.008 -2.103
H 0.178 -7.529 2.522
H 3.542 4.422 4.136
H -5.061 6.782 -0.512
H -1.003 5.130 -4.534
H -1.699 6.004 -2.661
H -0.698 0.204 -0.507
H 1.786 -5.955 3.123
H 10.901 4.881 6.920
H -5.877 -4.317 -4.470
H -4.105 2.661 -3.376
H -2.534 7.198 -7.719
H -6.226 4.337 -5.431
H -0.668 0.666 2.997
H 6.178 5.211 7.176
H 2.100 -10.356 8.699
H -1.349 7.098 -6.409
H -8.244 2.800 -6.677
H 1.938 -7.502 4.862
H -0.619 2.659 -1.399
H 3.264 -8.139 5.857
H 0.086 1.398 1.567
H -0.320 -6.556 3.932
H -3.096 -5.448 -6.886
H 2.331 5.603 0.547
H 7.631 -9.262 5.233
H -1.606 3.002 1.702
H -3.156 -5.992 -1.263
H 4.073 4.167 7.255
H 1.097 -3.589 -0.745
H 2.407 -6.658 6.352
H -2.522 -5.409 0.293
*
```